Here is 10 unconnected molecules or ions with the total composition C34H56N12O2 at a distorted geometry from OMol25. Energies are from wB97M-V/def2-TZVPD.

For the frontier orbital gap, the calculation gives 0.2920 Ha. The value obtained for the maximum force is 0.040 Eh/bohr. Its structure (SMILES) is c1cc[nH]c1.c1cc[nH]c1.c1cc[nH]c1.c1cc[nH]c1.NC(N)=O.NC(N)=O.CCCC#N.CCCC#N.CCCC#N.CCCC#N. As for the LUMO energy: 0.1 eV.

```
! RIJCOSX wB97M-V def2-TZVPD def2/J DEFGRID3
* xyz 0 1
C -20.868 -4.704 -6.781
C -21.310 -3.780 -5.805
C -22.685 -3.739 -5.899
N -23.081 -4.665 -6.818
C -21.977 -5.271 -7.352
H -19.853 -5.017 -6.967
H -20.746 -3.214 -5.081
H -23.393 -3.111 -5.387
H -24.039 -4.920 -6.982
H -22.023 -6.071 -8.072
C -26.563 -3.663 -8.648
C -25.798 -2.462 -8.649
C -25.705 -2.031 -7.349
N -26.414 -2.897 -6.565
C -26.952 -3.871 -7.350
H -26.865 -4.224 -9.516
H -25.385 -1.948 -9.503
H -25.255 -1.130 -6.974
H -26.529 -2.857 -5.564
H -27.536 -4.692 -6.965
C -23.065 -0.303 -4.935
C -21.890 0.035 -4.198
C -20.902 0.323 -5.109
N -21.434 0.162 -6.353
C -22.728 -0.271 -6.261
H -23.974 -0.645 -4.462
H -21.827 0.085 -3.124
H -19.888 0.659 -4.998
H -20.970 0.452 -7.198
H -23.249 -0.530 -7.167
C -18.313 0.972 -0.264
C -19.706 0.723 -0.183
C -20.339 1.624 -1.010
N -19.357 2.309 -1.672
C -18.127 1.956 -1.213
H -17.531 0.468 0.281
H -20.167 -0.022 0.443
H -21.366 1.729 -1.308
H -19.500 3.083 -2.303
H -17.215 2.451 -1.500
N -26.799 0.553 -3.383
C -26.935 -0.778 -3.097
N -27.624 -1.046 -1.923
O -26.542 -1.670 -3.831
H -26.119 0.843 -4.062
H -27.245 1.246 -2.813
H -27.499 -1.976 -1.567
H -27.670 -0.244 -1.319
N -21.603 5.236 -5.411
C -21.568 3.914 -5.085
N -22.369 3.105 -5.829
O -20.803 3.425 -4.258
H -22.246 5.510 -6.131
H -20.932 5.894 -5.067
H -22.840 3.313 -6.694
H -22.535 2.136 -5.599
C -24.178 2.395 -1.337
C -23.445 3.665 -1.761
C -24.417 4.822 -1.953
C -23.776 6.037 -2.462
N -23.295 7.007 -2.843
H -24.999 2.178 -2.029
H -24.617 2.501 -0.343
H -23.615 1.463 -1.393
H -22.895 3.441 -2.680
H -22.657 3.930 -1.056
H -24.732 5.194 -0.965
H -25.336 4.607 -2.493
C -20.590 -2.169 -9.326
C -20.558 -2.240 -10.836
C -19.669 -1.137 -11.437
C -20.201 0.202 -11.192
N -20.673 1.227 -10.984
H -19.615 -2.151 -8.829
H -21.125 -2.986 -8.844
H -21.056 -1.228 -9.015
H -21.565 -2.048 -11.225
H -20.339 -3.235 -11.224
H -19.541 -1.273 -12.512
H -18.672 -1.183 -10.991
C -17.275 4.692 -8.166
C -18.779 4.868 -8.080
C -19.563 3.650 -8.591
C -19.095 2.386 -8.041
N -18.734 1.400 -7.576
H -16.815 5.561 -7.666
H -16.934 4.776 -9.197
H -16.899 3.917 -7.501
H -19.181 5.764 -8.551
H -19.031 5.012 -7.020
H -19.412 3.615 -9.675
H -20.637 3.666 -8.399
C -17.324 -1.103 -4.350
C -17.282 0.406 -4.174
C -16.402 1.173 -5.164
C -14.996 1.242 -4.769
N -13.888 1.299 -4.470
H -17.599 -1.323 -5.390
H -18.034 -1.543 -3.657
H -16.336 -1.557 -4.255
H -16.931 0.596 -3.156
H -18.273 0.861 -4.166
H -16.773 2.164 -5.419
H -16.407 0.610 -6.107
*
```

Here is a molecular structure, C34H56N14O20Sn at a distorted geometry from OMol25. Energies are from wB97M-V/def2-TZVPD.

For the frontier orbital gap, the calculation gives 0.1426 Ha. The value obtained for the maximum force is 0.171 Eh/bohr. As for the LUMO energy: 3.0 eV.

```
! RIJCOSX wB97M-V def2-TZVPD def2/J DEFGRID3
* xyz -2 1
Sn -13.531 -28.667 29.406
O -13.400 -28.627 32.575
C -14.653 -28.169 33.018
C -15.528 -27.034 32.394
O -15.693 -26.789 31.024
H -14.796 -28.015 34.087
H -15.193 -29.116 33.018
H -15.188 -26.061 32.747
H -16.505 -27.124 32.869
C -9.845 -30.434 30.096
O -10.970 -30.178 30.592
O -9.749 -30.658 28.883
O -8.888 -30.408 30.956
C -5.863 -26.933 28.109
C -6.854 -27.938 28.133
C -7.992 -27.782 27.300
C -8.205 -26.668 26.438
C -7.243 -25.694 26.449
C -6.135 -25.862 27.284
O -5.140 -24.883 27.313
O -9.002 -28.703 27.203
H -4.954 -26.993 28.688
H -6.690 -28.701 28.878
H -9.100 -26.369 25.913
H -7.415 -24.789 25.886
H -5.422 -24.220 26.678
H -9.283 -29.102 28.030
C -14.558 -32.514 35.855
C -15.582 -33.430 35.896
C -16.162 -33.818 34.659
C -15.824 -33.186 33.461
C -14.752 -32.351 33.448
C -14.157 -31.969 34.664
O -13.373 -30.863 34.705
O -17.066 -34.800 34.506
H -14.116 -32.225 36.797
H -15.925 -33.822 36.842
H -16.340 -33.524 32.575
H -14.429 -31.931 32.507
H -13.662 -30.392 33.920
H -17.428 -34.828 33.617
C -13.312 -33.498 27.345
C -13.233 -34.672 26.733
C -12.067 -35.296 26.409
C -10.894 -34.768 26.783
C -10.866 -33.558 27.476
C -12.104 -32.865 27.649
O -12.051 -31.540 27.930
O -11.972 -36.325 25.522
H -14.157 -32.845 27.503
H -14.205 -35.068 26.477
H -9.930 -35.184 26.529
H -9.954 -33.020 27.687
H -11.149 -31.379 28.217
H -12.811 -36.771 25.390
C -20.183 -30.303 28.339
C -19.362 -29.150 28.226
C -18.505 -28.746 29.297
C -18.423 -29.575 30.378
C -19.170 -30.762 30.456
C -20.155 -31.054 29.542
O -21.019 -32.077 29.725
O -17.896 -27.481 29.384
H -20.859 -30.662 27.577
H -19.621 -28.481 27.419
H -17.747 -29.253 31.157
H -19.209 -31.321 31.378
H -21.403 -32.409 28.911
H -17.282 -27.242 30.083
C -12.947 -34.550 31.545
O -14.051 -34.894 31.217
N -12.423 -34.825 32.701
N -12.541 -33.480 30.893
H -13.007 -35.281 33.387
H -11.464 -34.610 32.936
H -13.111 -33.181 30.115
H -11.922 -32.797 31.307
C -11.143 -26.073 30.602
O -11.713 -26.264 29.546
N -10.092 -25.428 30.593
N -11.447 -26.544 31.754
H -9.812 -25.240 29.641
H -9.594 -25.262 31.456
H -10.889 -26.247 32.541
H -12.284 -27.075 31.946
C -15.003 -23.436 28.832
O -14.577 -22.797 27.949
N -15.345 -24.620 28.683
N -15.116 -23.006 30.023
H -15.537 -25.202 29.485
H -15.099 -25.097 27.827
H -14.880 -22.029 30.116
H -15.702 -23.547 30.643
C -13.576 -25.893 26.067
O -13.754 -26.597 27.080
N -14.367 -25.951 25.066
N -12.551 -25.015 25.951
H -14.916 -26.783 24.902
H -14.062 -25.411 24.268
H -12.527 -24.489 25.089
H -11.775 -25.026 26.597
C -11.905 -30.754 24.560
O -11.776 -30.783 23.355
N -13.124 -30.986 25.086
N -11.042 -30.282 25.370
H -13.879 -31.236 24.464
H -13.319 -31.127 26.067
H -10.056 -30.298 25.151
H -11.306 -30.277 26.345
C -16.080 -32.255 29.315
O -15.086 -31.560 29.499
N -16.249 -33.527 29.682
N -17.135 -31.888 28.656
H -17.153 -33.920 29.462
H -15.669 -33.755 30.476
H -18.025 -32.277 28.380
H -17.162 -30.930 28.339
C -16.010 -29.722 25.992
O -15.160 -29.723 26.878
N -16.507 -30.712 25.328
N -16.386 -28.529 25.500
H -17.041 -30.455 24.511
H -16.227 -31.678 25.420
H -16.682 -28.374 24.547
H -16.262 -27.665 26.009
*
```

Here is 4 unconnected molecules or ions with the total composition C34H57Br6FN3O5S at a distorted geometry from OMol25. Energies are from wB97M-V/def2-TZVPD.

For the frontier orbital gap, the calculation gives 0.2655 Ha. The value obtained for the maximum force is 0.193 Eh/bohr. As for the LUMO energy: -4.2 eV.

```
! RIJCOSX wB97M-V def2-TZVPD def2/J DEFGRID3
* xyz 1 1
C -3.046 2.456 2.480
C -2.157 2.140 1.409
C -0.960 1.790 0.291
C 0.419 2.620 0.596
C 1.128 3.305 -0.715
C 2.785 3.266 -0.490
F 0.793 4.729 -0.939
C -1.748 1.995 -1.143
N -1.977 3.314 -1.766
C -2.697 4.362 -1.021
C -4.230 4.947 -1.290
O -2.035 5.008 -0.019
C -2.146 3.317 -3.258
C -0.730 3.273 -4.147
O -3.283 3.304 -3.956
N -2.898 0.992 -0.912
C -4.225 1.155 -1.618
C -4.161 0.314 -3.062
O -5.340 0.102 -3.678
C -2.519 -0.050 -0.051
C -3.569 -1.270 0.301
S -4.220 -1.206 2.085
C -5.831 -2.225 1.971
C -6.991 -1.495 1.062
C -0.942 0.122 0.460
C -0.473 -0.412 1.917
C -0.655 -2.004 2.233
C 0.740 -2.896 2.009
C 0.255 -4.361 1.420
C 1.504 -5.331 0.959
N 1.599 -5.339 -0.570
C -0.109 -0.764 -0.643
C 1.515 -0.370 -0.717
C 2.177 -1.547 -1.705
O 3.620 -1.687 -1.439
C 4.383 -0.847 -2.417
C 5.308 0.460 -1.951
O 4.413 -1.116 -3.746
H -3.854 2.760 3.301
H 1.155 1.944 1.231
H 0.121 3.523 1.318
H 0.948 2.673 -1.709
H 3.083 2.847 0.575
H 3.343 2.684 -1.350
H 3.190 4.384 -0.553
H -1.101 1.448 -1.989
H -4.064 6.059 -1.690
H -4.806 4.391 -2.142
H -4.795 4.912 -0.263
H -0.907 3.414 -5.295
H -0.213 2.260 -3.849
H -0.057 4.131 -3.662
H -4.510 2.248 -1.911
H -5.131 0.690 -0.999
H -3.166 -0.041 -3.570
H -4.522 -1.311 -0.375
H -2.974 -2.280 0.070
H -6.244 -2.541 3.020
H -5.525 -3.209 1.392
H -7.667 -0.827 1.780
H -6.558 -0.801 0.213
H -7.715 -2.258 0.517
H 0.701 -0.200 1.990
H -0.927 0.152 2.854
H -0.912 -2.124 3.392
H -1.493 -2.556 1.640
H 1.523 -2.359 1.323
H 1.274 -3.027 3.069
H -0.513 -4.160 0.534
H -0.356 -4.905 2.261
H 1.231 -6.438 1.302
H 2.532 -5.049 1.482
H 0.624 -5.289 -0.950
H 1.914 -6.332 -0.786
H -0.132 -1.921 -0.474
H -0.490 -0.617 -1.765
H 1.715 0.639 -1.274
H 2.061 -0.487 0.312
H 1.592 -2.570 -1.639
H 1.973 -1.144 -2.811
H 6.447 0.179 -2.068
H 5.117 1.375 -2.662
H 5.138 0.769 -0.835
Br 4.158 -3.328 2.986
C 5.230 -1.779 3.492
C 4.356 -0.643 3.973
Br 3.499 0.270 2.477
H 5.844 -1.518 2.626
H 5.879 -2.134 4.298
H 4.959 0.124 4.467
H 3.559 -0.965 4.649
Br -2.355 -0.421 -8.838
C -2.327 0.757 -7.284
C -2.297 2.209 -7.698
Br -0.517 2.736 -8.296
H -1.469 0.461 -6.674
H -3.249 0.530 -6.740
H -2.514 2.858 -6.845
H -2.989 2.443 -8.512
Br 4.103 -1.874 7.357
C 5.828 -2.269 8.177
C 6.648 -1.013 8.359
Br 7.432 -0.430 6.671
H 6.317 -3.019 7.548
H 5.586 -2.716 9.146
H 7.500 -1.200 9.019
H 6.070 -0.170 8.750
*
```

Here is a molecular structure, C34H57ClGeHgN8O4SSi3 from OMol25. Energies are from wB97M-V/def2-TZVPD.

For the frontier orbital gap, the calculation gives 0.2103 Ha. The value obtained for the maximum force is 0.009 Eh/bohr. As for the LUMO energy: 4.4 eV. As for the energy relative to the best compared isomer or geometry (same formula, charge and spin): 0.0 kcal per mole.

```
! RIJCOSX wB97M-V def2-TZVPD def2/J DEFGRID3
* xyz -2 1
Hg -0.600 -0.057 0.457
C -2.290 2.709 -4.159
C -1.199 1.865 -3.990
C -1.232 0.835 -3.066
C -2.363 0.588 -2.269
C -3.454 1.465 -2.441
C -3.409 2.498 -3.360
N -2.292 -0.425 -1.337
C -3.444 -1.015 -0.842
C -4.617 -1.177 -1.591
C -5.741 -1.823 -1.092
C -5.706 -2.342 0.192
C -4.545 -2.231 0.946
C -3.399 -1.590 0.459
N -2.200 -1.532 1.182
N -2.362 -2.022 2.426
C -1.387 -2.247 3.225
C -1.660 -2.733 4.566
C -0.742 -2.616 5.538
C 0.523 -1.967 5.240
C 0.840 -1.699 3.969
N -0.014 -2.041 2.918
H -2.258 3.526 -4.870
H -0.301 2.023 -4.578
H -0.366 0.207 -2.919
H -4.321 1.359 -1.802
H -4.261 3.166 -3.441
H -4.635 -0.788 -2.600
H -6.627 -1.922 -1.709
H -6.571 -2.848 0.607
H -4.499 -2.657 1.937
H -2.649 -3.137 4.745
H -0.952 -2.951 6.547
H 1.193 -1.662 6.032
H 1.754 -1.207 3.680
N -2.987 4.024 0.949
C -2.786 2.674 0.704
N -3.756 1.832 1.180
O -1.848 2.278 0.032
H -3.300 4.200 1.894
H -2.124 4.519 0.773
H -4.173 2.089 2.060
H -3.512 0.852 1.113
C -1.975 -3.196 -4.132
C -0.790 -3.307 -3.231
C 0.291 -4.170 -3.214
C 1.055 -3.770 -2.098
N 0.493 -2.730 -1.495
N -0.626 -2.472 -2.198
C 2.315 -4.371 -1.562
H -1.811 -3.761 -5.049
H -2.162 -2.152 -4.391
H -2.875 -3.577 -3.644
H 0.489 -4.979 -3.900
H -1.267 -1.692 -1.878
H 2.975 -4.688 -2.372
H 2.100 -5.238 -0.934
H 2.842 -3.643 -0.947
Cl 1.139 -4.415 2.115
C 0.526 -2.634 1.780
H -0.199 -2.777 0.992
H 1.428 -2.150 1.429
C 0.581 3.794 -1.698
Si 1.567 3.185 -0.213
C 3.242 4.079 -0.298
C 0.773 3.872 1.336
Ge 1.701 0.777 -0.213
Si 3.512 0.421 1.321
C 4.025 -1.373 1.695
C 5.114 1.151 0.610
C 3.206 1.287 2.966
Si 2.823 0.157 -2.268
C 4.148 -1.187 -1.999
C 3.781 1.649 -2.937
C 1.881 -0.490 -3.769
H 0.465 4.882 -1.653
H -0.411 3.337 -1.697
H 1.060 3.543 -2.647
H 3.050 5.155 -0.374
H 3.847 3.783 -1.155
H 3.826 3.913 0.610
H 0.694 4.963 1.255
H 1.344 3.638 2.237
H -0.221 3.455 1.489
H 3.973 -2.020 0.817
H 3.427 -1.850 2.468
H 5.062 -1.370 2.045
H 5.466 0.586 -0.256
H 5.896 1.116 1.376
H 4.989 2.189 0.301
H 2.162 1.211 3.283
H 3.437 2.353 2.881
H 3.841 0.866 3.752
H 4.302 -1.452 -0.956
H 5.109 -0.850 -2.400
H 3.857 -2.096 -2.530
H 4.573 1.952 -2.248
H 3.127 2.509 -3.092
H 4.242 1.390 -3.895
H 1.230 -1.329 -3.516
H 2.624 -0.845 -4.491
H 1.281 0.277 -4.256
C -2.069 0.827 4.918
S -1.020 1.923 3.990
O -0.020 2.418 4.926
O -1.934 2.955 3.498
O -0.436 1.095 2.921
H -2.598 1.428 5.656
H -1.446 0.081 5.401
H -2.765 0.350 4.229
*
```